Entry 1:
The following is a DFT calculation (ωB97M-V/def2-TZVPD) of an isolated molecule of C6H10.

## Properties
Frontier orbital gap (spin up / spin down) in eV: 7.6963 / 7.6987
Highest occupied orbital energy (spin up / spin down) in eV: -7.77 / -7.77
Strongest force on any atom in eV/Å: 0.445
Net charge: 0
Lowest unoccupied orbital energy (spin up / spin down) in eV: -0.07 / -0.07
Energy relative to the best compared isomer or geometry (same formula, charge and spin) in kcal/mol: 113.3

Bonds (Å) are listed after each position.
Cartesian coordinates (Å):
1 C -0.6332 0.0817 -1.3225  C2 1.526, H7 1.096, H8 1.095, H9 1.095
2 C -0.8324 0.0139 0.1886  C1 1.526, C3 1.540, C4 1.508, H10 1.099
3 C -1.0278 -1.4398 0.6573  C2 1.540, H11 1.095, H12 1.095, H13 1.096
4 C 0.3416 0.5045 0.9979  C2 1.508, C5 1.382, H15 1.091
5 C 1.6049 0.8057 0.5266  C4 1.382, C6 1.310, H14 1.175
6 C 2.6680 0.6846 -0.2292  C5 1.310, H16 1.092
7 H -1.4952 -0.3658 -1.8304  C1 1.096
8 H 0.2645 -0.4692 -1.6218  C1 1.095
9 H -0.5293 1.1133 -1.6754  C1 1.095
10 H -1.7260 0.5910 0.4658  C2 1.099
11 H -1.1674 -1.4946 1.7424  C3 1.095
12 H -1.9015 -1.8912 0.1757  C3 1.095
13 H -0.1432 -2.0325 0.3991  C3 1.096
14 H 1.3198 1.7829 1.1133  C5 1.175
15 H 0.1692 0.5866 2.0716  C4 1.091
16 H 3.1722 1.5815 -0.5951  C6 1.092



Entry 2:
The following is a DFT calculation (ωB97M-V/def2-TZVPD) of an isolated molecule of C21H29N3O5 at a distorted geometry.

## Properties
Frontier orbital gap in eV: 8.7048
Highest occupied orbital energy in eV: -9.48
Strongest force on any atom in eV/Å: 1.322
Net charge: 0
Lowest unoccupied orbital energy in eV: -0.77
Energy relative to the best compared isomer or geometry (same formula, charge and spin) in kcal/mol: 92.3

Bonds (Å) are listed after each position.
Cartesian coordinates (Å):
1 C -4.0542 -1.8100 1.3651  C2 1.492, H30 1.086, H31 1.089, H32 1.089
2 C -2.6862 -1.3152 1.6956  C1 1.492, C3 1.403, C26 1.401
3 C -1.5748 -1.7542 0.9597  C2 1.403, N4 1.412, C15 1.389
4 N -1.7415 -2.6239 -0.1397  C3 1.412, C5 1.367, H33 1.013
5 C -2.1178 -2.3009 -1.4131  N4 1.367, O6 1.210, C7 1.515
6 O -2.1549 -3.1558 -2.2683  C5 1.210
7 C -2.4733 -0.8511 -1.6736  C5 1.515, C8 1.535, H34 1.090, H35 1.091
8 C -1.2590 0.0850 -1.5979  C7 1.535, C9 1.533, H36 1.093, H37 1.093
9 C -0.0137 -0.4528 -2.3118  C8 1.533, C10 1.530, C14 1.529, H38 1.096
10 C 1.1932 0.4308 -1.9892  C9 1.530, C11 1.525, H39 1.095, H40 1.093
11 C 2.4526 -0.0796 -2.6822  C10 1.525, C12 1.525, H41 1.092, H42 1.093
12 C 2.2403 -0.1443 -4.1908  C11 1.525, C13 1.525, H43 1.092, H44 1.093
13 C 1.0488 -1.0387 -4.5163  C12 1.525, C14 1.526, H45 1.092, H46 1.092
14 C -0.2142 -0.5328 -3.8253  C9 1.529, C13 1.526, H47 1.090, H48 1.093
15 C -0.2861 -1.3647 1.3036  C3 1.389, C16 1.388, H49 1.080
16 C -0.0586 -0.4676 2.3386  C15 1.388, C17 1.500, C25 1.385
17 C 1.3564 -0.1361 2.7108  C16 1.500, O18 1.217, N19 1.351
18 O 2.1538 -1.0290 2.9309  C17 1.217
19 N 1.6736 1.1726 2.8152  C17 1.351, C20 1.446, C24 1.452
20 C 0.8886 2.2960 2.3542  N19 1.446, C21 1.538, H50 1.089, H51 1.096
21 C 1.6622 3.0342 1.2494  C20 1.538, O22 1.405, H52 1.091, H53 1.101
22 O 2.9411 3.4229 1.6824  C21 1.405, C23 1.411
23 C 3.7025 2.3035 2.0788  O22 1.411, C24 1.530, H54 1.090, H55 1.101
24 C 3.0143 1.5532 3.2210  N19 1.452, C23 1.530, H56 1.090, H57 1.095
25 C -1.1433 0.0034 3.0586  C16 1.385, C26 1.391, H58 1.080
26 C -2.4298 -0.4226 2.7448  C2 1.401, C25 1.391, N27 1.446
27 N -3.4879 0.1230 3.5657  C26 1.446, O28 1.210, O29 1.214
28 O -4.5383 -0.4727 3.6415  N27 1.210
29 O -3.2485 1.1658 4.1383  N27 1.214
30 H -4.0394 -2.4107 0.4604  C1 1.086
31 H -4.4318 -2.4193 2.1853  C1 1.089
32 H -4.7571 -0.9875 1.2420  C1 1.089
33 H -1.3868 -3.5663 -0.0333  N4 1.013
34 H -2.9094 -0.8116 -2.6722  C7 1.090
35 H -3.2255 -0.5186 -0.9575  C7 1.091
36 H -1.0086 0.2710 -0.5505  C8 1.093
37 H -1.5381 1.0449 -2.0391  C8 1.093
38 H 0.1956 -1.4635 -1.9436  C9 1.096
39 H 1.3504 0.4497 -0.9061  C10 1.095
40 H 0.9873 1.4535 -2.3161  C10 1.093
41 H 3.2949 0.5762 -2.4498  C11 1.092
42 H 2.6927 -1.0776 -2.3078  C11 1.093
43 H 3.1396 -0.5279 -4.6767  C12 1.092
44 H 2.0555 0.8620 -4.5740  C12 1.093
45 H 0.8893 -1.0690 -5.5957  C13 1.092
46 H 1.2570 -2.0573 -4.1817  C13 1.092
47 H -1.0392 -1.2095 -4.0494  C14 1.090
48 H -0.4680 0.4587 -4.2088  C14 1.093
49 H 0.5535 -1.7567 0.7491  C15 1.080
50 H -0.0722 1.9640 1.9635  C20 1.089
51 H 0.7222 2.9805 3.1938  C20 1.096
52 H 1.1394 3.9500 0.9695  C21 1.091
53 H 1.7466 2.3799 0.3673  C21 1.101
54 H 4.6711 2.6889 2.3987  C23 1.090
55 H 3.8436 1.6234 1.2249  C23 1.101
56 H 3.5620 0.6459 3.4770  C24 1.090
57 H 2.9421 2.2063 4.0971  C24 1.095
58 H -1.0117 0.6825 3.8876  C25 1.080



Entry 3:
The following is a DFT calculation (ωB97M-V/def2-TZVPD) of a cluster of 7 separate species, C29H55F4NO16S in total at a distorted geometry.

## Properties
Frontier orbital gap in eV: 9.3256
Highest occupied orbital energy in eV: -9.82
Strongest force on any atom in eV/Å: 8.375
Net charge: 0
Lowest unoccupied orbital energy in eV: -0.50

Bonds (Å) are listed after each position.
Cartesian coordinates (Å):
1 O -2.4265 2.6778 2.3492  C2 1.353
2 C -1.1700 3.0443 2.0045  O1 1.353, C3 1.656, H16 1.170
3 C -0.1309 1.8331 1.5605  C2 1.656, N4 1.512, H17 1.193, H18 1.172
4 N 1.0717 2.3056 0.7750  C3 1.512, C5 1.513, S12 1.746
5 C 1.8156 1.1776 0.0953  N4 1.513, C6 1.639, H19 1.182, H20 1.190
6 C 2.4555 0.0552 1.1043  C5 1.639, O7 1.500, C8 1.672, H21 1.171
7 O 3.7583 0.4743 1.7191  C6 1.500, H22 1.010
8 C 2.8322 -1.3316 0.2485  C6 1.672, F9 1.510, F10 1.492, F11 1.481
9 F 3.7431 -2.1432 1.1389  C8 1.510
10 F 3.6478 -1.0060 -0.9577  C8 1.492
11 F 1.6533 -2.1809 -0.0363  C8 1.481
12 S 2.1179 3.3596 1.6935  N4 1.746, O13 1.566, O14 1.573, F15 1.718
13 O 1.6036 4.8348 1.8012  S12 1.566
14 O 3.5422 3.4300 1.0301  S12 1.573
15 F 2.3662 2.7406 3.2772  S12 1.718
16 H -0.9220 4.1881 1.9965  C2 1.170
17 H -0.7628 1.1311 0.8313  C3 1.193
18 H 0.2261 1.2121 2.4881  C3 1.172
19 H 2.6123 1.6237 -0.6555  C5 1.182
20 H 1.0205 0.6057 -0.5798  C5 1.190
21 H 1.7560 -0.2661 1.9865  C6 1.171
22 H 3.7088 0.2493 2.7021  O7 1.010
23 C 7.3908 -1.7964 -3.3219  C24 1.517, H29 1.094, H30 1.094, H31 1.094
24 C 6.0748 -1.1571 -3.7213  C23 1.517, O25 1.439, H32 1.094, H33 1.096
25 O 6.0298 -0.9193 -5.1402  C24 1.439, C26 1.352
26 C 5.6258 -1.8285 -6.0553  O25 1.352, C27 1.500, O28 1.230
27 C 5.5062 -3.2657 -5.6426  C26 1.500, H34 1.093, H35 1.095, H36 1.089
28 O 5.4383 -1.4943 -7.2241  C26 1.230
29 H 7.5181 -2.7776 -3.7884  C23 1.094
30 H 7.4461 -1.9189 -2.2362  C23 1.094
31 H 8.2316 -1.1787 -3.6498  C23 1.094
32 H 5.2085 -1.7361 -3.3896  C24 1.094
33 H 5.9930 -0.1760 -3.2403  C24 1.096
34 H 6.4578 -3.7733 -5.8213  C27 1.093
35 H 4.7278 -3.7374 -6.2511  C27 1.095
36 H 5.2022 -3.3998 -4.6059  C27 1.089
37 C -5.3982 1.6562 3.3983  C38 1.517, H43 1.094, H44 1.094, H45 1.094
38 C -5.3890 1.1380 1.9729  C37 1.517, O39 1.439, H46 1.094, H47 1.096
39 O -4.8018 -0.1746 1.9081  C38 1.439, C40 1.352
40 C -5.4820 -1.3267 2.1010  O39 1.352, C41 1.500, O42 1.230
41 C -6.8471 -1.2656 2.7198  C40 1.500, H48 1.093, H49 1.095, H50 1.089
42 O -4.9566 -2.4096 1.8475  C40 1.230
43 H -6.0118 1.0274 4.0499  C37 1.094
44 H -5.7882 2.6776 3.4347  C37 1.094
45 H -4.3867 1.6505 3.8142  C37 1.094
46 H -6.3819 1.1502 1.5149  C38 1.094
47 H -4.7577 1.7902 1.3592  C38 1.096
48 H -6.7553 -1.3468 3.8062  C41 1.093
49 H -7.4356 -2.1093 2.3452  C41 1.095
50 H -7.4060 -0.3681 2.4599  C41 1.089
51 C -1.1043 3.4564 7.4442  C52 1.517, H57 1.094, H58 1.094, H59 1.094
52 C -1.0951 2.9383 6.0189  C51 1.517, O53 1.439, H60 1.094, H61 1.096
53 O -0.5080 1.6257 5.9540  C52 1.439, C54 1.352
54 C -1.1882 0.4736 6.1469  O53 1.352, C55 1.500, O56 1.230
55 C -2.5532 0.5347 6.7658  C54 1.500, H62 1.093, H63 1.095, H64 1.089
56 O -0.6628 -0.6094 5.8934  C54 1.230
57 H -1.7179 2.8276 8.0959  C51 1.094
58 H -1.4943 4.4778 7.4806  C51 1.094
59 H -0.0929 3.4508 7.8601  C51 1.094
60 H -2.0880 2.9505 5.5609  C52 1.094
61 H -0.4638 3.5904 5.4051  C52 1.096
62 H -2.4614 0.4535 7.8521  C55 1.093
63 H -3.1417 -0.3091 6.3911  C55 1.095
64 H -3.1121 1.4321 6.5059  C55 1.089
65 C -5.1860 3.6258 -3.3814  C66 1.517, H71 1.094, H72 1.094, H73 1.094
66 C -5.9741 2.3932 -2.9819  C65 1.517, O67 1.439, H74 1.094, H75 1.096
67 O -6.2515 2.3973 -1.5694  C66 1.439, C68 1.352
68 C -7.3163 3.0061 -1.0013  O67 1.352, C69 1.500, O70 1.230
69 C -8.1001 3.9962 -1.8108  C68 1.500, H76 1.093, H77 1.095, H78 1.089
70 O -7.5866 2.8104 0.1827  C68 1.230
71 H -5.7535 4.5424 -3.1962  C65 1.094
72 H -4.9243 3.5887 -4.4430  C65 1.094
73 H -4.2662 3.6991 -2.7944  C65 1.094
74 H -6.8916 2.2737 -3.5648  C66 1.094
75 H -5.3669 1.5019 -3.1755  C66 1.096
76 H -7.6786 4.9947 -1.6672  C69 1.093
77 H -9.1364 3.9897 -1.4576  C69 1.095
78 H -8.1411 3.7591 -2.8726  C69 1.089
79 C 3.8315 -6.2899 0.5159  C80 1.517, H85 1.094, H86 1.094, H87 1.094
80 C 4.6657 -6.3909 -0.7466  C79 1.517, O81 1.439, H88 1.094, H89 1.096
81 O 5.5012 -5.2294 -0.9036  C80 1.439, C82 1.352
82 C 6.7284 -5.0905 -0.3540  O81 1.352, C83 1.500, O84 1.230
83 C 7.1460 -6.0379 0.7314  C82 1.500, H90 1.093, H91 1.095, H92 1.089
84 O 7.4554 -4.1544 -0.6829  C82 1.230
85 H 4.4600 -6.2571 1.4106  C79 1.094
86 H 3.1537 -7.1446 0.5995  C79 1.094
87 H 3.2396 -5.3704 0.5112  C79 1.094
88 H 5.2554 -7.3109 -0.7883  C80 1.094
89 H 3.9986 -6.4120 -1.6156  C80 1.096
90 H 6.8606 -5.6239 1.7020  C83 1.093
91 H 8.2346 -6.1490 0.6945  C83 1.095
92 H 6.7359 -7.0402 0.6195  C83 1.089
93 C -1.7375 0.4317 -5.0925  C94 1.517, H99 1.094, H100 1.094, H101 1.094
94 C -1.1927 1.4195 -4.0786  C93 1.517, O95 1.439, H102 1.094, H103 1.096
95 O -0.4498 0.7408 -3.0493  C94 1.439, C96 1.352
96 C 0.8618 0.4252 -3.1351  O95 1.352, C97 1.500, O98 1.230
97 C 1.5352 0.4903 -4.4739  C96 1.500, H104 1.093, H105 1.095, H106 1.089
98 O 1.4692 0.0150 -2.1472  C96 1.230
99 H -0.9320 -0.0962 -5.6111  C93 1.094
100 H -2.3524 0.9442 -5.8380  C93 1.094
101 H -2.3466 -0.3292 -4.5965  C93 1.094
102 H -0.5958 2.2104 -4.5412  C94 1.094
103 H -2.0307 1.9175 -3.5783  C94 1.096
104 H 1.4525 -0.4816 -4.9675  C97 1.093
105 H 2.5931 0.7253 -4.3187  C97 1.095
106 H 1.1441 1.2717 -5.1233  C97 1.089



Entry 4:
The following is a DFT calculation (ωB97M-V/def2-TZVPD) of a cluster of 2 separate species, C5H12O3 in total at a distorted geometry.

## Properties
Frontier orbital gap in eV: 8.9111
Highest occupied orbital energy in eV: -8.32
Strongest force on any atom in eV/Å: 2.553
Net charge: 0
Lowest unoccupied orbital energy in eV: 0.59
Energy relative to the best compared isomer or geometry (same formula, charge and spin) in kcal/mol: 43.7

Bonds (Å) are listed after each position.
Cartesian coordinates (Å):
1 C 1.6887 -0.6442 1.0885  C2 1.504, H7 1.091, H8 1.087, H9 1.093
2 C 1.0177 0.4355 0.2852  C1 1.504, C3 1.499, C4 1.356
3 C 0.5734 1.6765 0.9981  C2 1.499, H10 1.086, H11 1.090, H12 1.092
4 C 0.7513 0.2595 -1.0323  C2 1.356, O5 1.376, O6 1.367
5 O 1.2163 -0.7926 -1.7867  C4 1.376, H13 0.963
6 O 0.3179 1.2915 -1.8174  C4 1.367, H14 0.965
7 H 1.2342 -1.6236 0.9337  C1 1.091
8 H 1.6309 -0.4100 2.1480  C1 1.087
9 H 2.7440 -0.7226 0.8138  C1 1.093
10 H -0.0600 2.2837 0.3584  C3 1.086
11 H 0.0060 1.4322 1.8961  C3 1.090
12 H 1.4478 2.2676 1.2785  C3 1.092
13 H 1.8994 -1.2801 -1.3143  O5 0.963
14 H 0.1705 0.9449 -2.7057  O6 0.965
15 C -2.7856 -0.9493 -0.2798  O16 1.404, H17 1.098, H18 1.097, H19 1.092
16 O -1.5811 -0.9765 0.4413  C15 1.404, H20 1.031
17 H -2.5690 -1.0602 -1.3501  C15 1.098
18 H -3.3815 -0.0533 -0.0679  C15 1.097
19 H -3.4250 -1.7641 0.0654  C15 1.092
20 H -0.8960 -0.3148 0.0472  O16 1.031